(1)
The following is a DFT calculation (ωB97M-V/def2-TZVPD) of a molecular structure, C51H50Cl2FIN8O9Ru.

```
! wB97M-V def2-TZVPD RIJCOSX def2/J DEFGRID3
* xyz 1 2
Ru 0.58759 -0.76233 1.30746
F -2.56017 2.33824 -4.38717
C -2.63062 1.02441 -4.03691
C -1.91754 0.59545 -2.94388
C -1.92657 -0.76475 -2.57820
C -1.15686 -1.19178 -1.43348
O -0.53446 -0.33364 -0.74816
C -1.14860 -2.61089 -1.19566
C -1.89747 -3.44021 -1.96332
N -2.71037 -3.00424 -2.97610
C -3.53166 -3.95156 -3.66624
C -5.02848 -3.84788 -3.55314
C -4.30066 -4.96747 -2.87725
C -2.70186 -1.67362 -3.33381
C -3.44427 -1.20139 -4.40976
C -3.41282 0.15362 -4.78311
N -4.19028 0.52565 -5.91536
C -4.67855 1.88631 -6.02556
C -5.79890 1.86491 -7.09170
N -6.10160 0.43807 -7.35620
C -4.97398 -0.20392 -8.07207
C -3.71825 0.05975 -7.20902
C -0.29241 -3.23232 -0.08619
O 0.42823 -4.17964 -0.37081
O -0.46193 -2.73839 1.07609
H -1.32956 1.28750 -2.36563
H -1.87791 -4.50768 -1.80188
H -3.12347 -4.26614 -4.62386
H -5.62189 -4.06364 -4.42914
H -5.42719 -3.06208 -2.92979
H -4.39399 -5.96545 -3.27628
H -4.22936 -4.93523 -1.80229
H -4.05743 -1.87325 -4.98615
H -3.90450 2.60286 -6.32507
H -5.06521 2.19939 -5.05535
H -5.47627 2.33482 -8.02126
H -6.69401 2.37634 -6.73950
H -6.99601 0.30176 -7.83006
H -6.08875 -0.00357 -6.41741
H -4.88376 0.21794 -9.07286
H -5.17826 -1.27077 -8.15847
H -3.06963 0.80391 -7.69129
H -3.13720 -0.85138 -7.07567
O 5.58703 0.48503 -3.62559
C 4.63413 1.47383 -3.32718
C 3.70452 0.99316 -2.24596
C 2.63089 1.79789 -1.83416
C 1.84289 1.36082 -0.78919
N 2.04207 0.20526 -0.17982
C 3.02925 -0.61836 -0.59183
C 3.89593 -0.22036 -1.61914
C 3.13915 -1.88564 0.10974
C 3.82491 -2.99189 -0.39594
C 3.91617 -4.15138 0.35162
C 4.61671 -5.36250 -0.20296
O 4.40853 -5.52285 -1.58227
C 3.32267 -4.16988 1.61532
C 2.63950 -3.05007 2.04088
N 2.52912 -1.94212 1.31901
H 6.20872 0.82404 -4.27661
H 4.04146 1.72840 -4.22018
H 5.12393 2.39711 -2.97630
H 2.43390 2.74549 -2.30892
H 1.01771 1.96184 -0.42167
H 4.71824 -0.84674 -1.91792
H 4.24690 -2.95676 -1.38607
H 4.29874 -6.25702 0.35141
H 5.70056 -5.24714 -0.08134
H 3.45812 -5.55363 -1.74185
H 3.38033 -5.04306 2.24374
H 2.19016 -3.02717 3.02494
Cl 3.72020 -0.53511 4.72597
C 3.70966 0.90114 3.75897
C 4.01134 0.77971 2.41359
C 4.06705 1.90000 1.60407
C 3.79190 3.14831 2.13941
C 3.48136 3.25469 3.47974
Cl 3.12958 4.82281 4.14126
C 3.44534 2.14710 4.34541
N 3.21379 2.36024 5.67878
C 2.82074 1.44818 6.67650
C 3.70536 1.12866 7.70379
C 3.31217 0.30549 8.74068
C 2.02354 -0.19989 8.77456
C 1.13728 0.12466 7.76668
C 1.51526 0.95263 6.71913
C 0.50541 1.31255 5.65129
C 0.49759 0.19720 4.64053
O -0.13765 -0.88056 5.10799
O 1.05337 0.26026 3.56732
H 4.23533 -0.19591 2.01386
H 4.33369 1.80521 0.56396
H 3.81335 4.03296 1.52343
H 3.47055 3.28071 6.00529
H 4.71035 1.52050 7.67042
H 4.00677 0.06165 9.52933
H 1.69827 -0.82520 9.59205
H 0.12532 -0.24901 7.79700
H 0.78837 2.24099 5.15488
H -0.47826 1.41143 6.10803
I -2.14630 -2.79434 4.17448
C -0.14911 -2.05656 4.34461
H 0.22266 -1.89290 3.31798
H 0.42437 -2.82396 4.86093
O 1.05012 6.12245 1.50258
C -0.16234 6.09554 2.21296
N -0.53955 4.71963 2.37394
C -1.76176 4.26023 1.99907
O -2.66937 5.01173 1.69537
C -1.96698 2.78552 1.99982
C -3.29106 2.32144 1.93853
C -3.52608 0.96478 1.82780
C -2.44275 0.09960 1.82734
N -1.18355 0.53574 1.93294
C -0.94826 1.84335 1.98427
H 1.32932 7.03557 1.38579
H -0.97000 6.59858 1.66639
H -0.04155 6.56619 3.20104
H 0.22479 4.09967 2.58935
H -4.08846 3.04629 1.96071
H -4.52671 0.56861 1.75062
H -2.57244 -0.97243 1.73850
H 0.10256 2.11986 2.02084
*
```

Output
LUMO level (spin up / spin down), eV: -3.076 / -3.076

(2)
The following is a DFT calculation (ωB97M-V/def2-TZVPD) of a molecular structure, C51H51AlN6OTe.

```
! wB97M-V def2-TZVPD RIJCOSX def2/J DEFGRID3
* xyz 1 2
Al 0.77084 -1.48406 -0.48499
C 2.77801 -5.12619 -2.73101
N 2.82730 -4.02379 -3.67410
C 2.19920 -4.36437 -4.93519
C 2.36661 -2.76879 -3.12464
C 3.25194 -2.27942 -1.99328
C 4.62993 -2.23119 -2.19223
C 5.47692 -1.81469 -1.17974
C 4.94774 -1.46886 0.05779
C 3.57739 -1.51428 0.25028
C 2.69251 -1.90876 -0.76649
H 3.29373 -5.98492 -3.16141
H 1.74599 -5.42628 -2.48868
H 3.28812 -4.84802 -1.80932
H 2.69775 -5.23961 -5.35226
H 2.31471 -3.53724 -5.63632
H 1.12605 -4.59266 -4.83448
H 1.32228 -2.81962 -2.74479
H 2.37368 -2.03778 -3.93916
H 5.03495 -2.54426 -3.14642
H 6.54509 -1.76710 -1.34755
H 5.60765 -1.18179 0.86770
H 3.18751 -1.26390 1.23396
N 0.66447 -1.46104 1.45322
C 0.66256 -1.74731 2.56331
C 0.76565 -2.09504 3.92601
C 1.32300 -1.18579 4.83210
C 1.47759 -1.55820 6.15165
C 1.08750 -2.82459 6.57168
C 0.53294 -3.72530 5.67123
C 0.36539 -3.36814 4.34792
H 1.62522 -0.20730 4.48308
H 1.90622 -0.85964 6.85734
H 1.22313 -3.10797 7.60671
H 0.23347 -4.71211 5.99609
H -0.06343 -4.05565 3.63049
C -3.98250 6.30791 -2.59424
C -3.76057 4.87456 -2.20143
C -3.06581 4.00406 -3.02835
C -2.84916 2.67503 -2.67811
C -2.15888 1.78574 -3.68544
C -3.30371 2.21418 -1.43746
Te -2.83188 0.18173 -0.84247
N -0.94331 -1.60883 -0.98581
C -1.73131 -2.52354 -1.57662
O -2.70538 -2.23532 -2.28966
C -1.48949 -3.99956 -1.31622
C -0.35797 -4.50635 -0.68187
C -0.23285 -5.86319 -0.43217
C -1.24730 -6.73087 -0.80675
C -2.37685 -6.23941 -1.44450
C -2.49293 -4.88323 -1.70534
C -2.19108 0.64733 1.14188
C -1.43142 1.76761 1.50682
C -0.79131 2.70956 0.52083
C -1.26662 2.05542 2.86063
C -1.83919 1.27717 3.85545
C -1.74752 1.69031 5.29763
C -2.51896 0.12666 3.47335
C -2.69098 -0.21051 2.13800
C -3.43740 -1.47463 1.79612
C -4.08236 3.05049 -0.62124
C -4.74549 2.60349 0.65733
C -4.28459 4.36681 -1.01926
H -3.26985 6.61798 -3.35718
H -3.88639 6.97113 -1.73489
H -4.98629 6.44215 -3.00206
H -2.70071 4.35923 -3.98679
H -2.75562 1.72989 -4.59651
H -2.03494 0.76931 -3.31292
H -1.18087 2.18480 -3.95950
H 0.44369 -3.84252 -0.37760
H 0.65803 -6.24417 0.05142
H -1.15532 -7.78871 -0.59764
H -3.16724 -6.91640 -1.74086
H -3.36446 -4.48265 -2.20358
H -0.67454 2.24042 -0.45334
H 0.18456 3.03085 0.89000
H -1.39603 3.60869 0.38847
H -0.69983 2.93808 3.14250
H -0.81587 2.22188 5.49486
H -1.81479 0.83322 5.96650
H -2.56928 2.36654 5.54211
H -2.95026 -0.51221 4.23740
H -3.65583 -2.04750 2.69650
H -2.85094 -2.10168 1.12045
H -4.38457 -1.24845 1.30161
H -4.93375 1.53048 0.65747
H -5.69430 3.12434 0.77919
H -4.13007 2.83469 1.52847
H -4.88433 5.01205 -0.38516
N 4.83052 8.02953 1.44119
C 4.31247 7.11334 0.98097
C 3.68832 5.94604 0.43393
C 2.43266 6.02611 -0.16359
C 1.82271 4.87925 -0.63866
C 2.47473 3.66025 -0.51446
C 3.73814 3.57402 0.05590
C 4.34397 4.71903 0.53754
N 1.82234 2.46934 -0.93607
C 1.07174 2.28975 -2.07630
C 0.57363 1.02741 -2.00787
N 1.00525 0.44448 -0.83875
C 1.75521 1.33323 -0.22061
H 1.93368 6.98153 -0.24513
H 0.83144 4.92418 -1.07189
H 4.24325 2.61819 0.11753
H 5.32459 4.67613 0.99014
H 0.98606 3.05091 -2.83142
H -0.05632 0.48899 -2.69464
H 2.23267 1.18975 0.73370
*
```

Output
LUMO level (spin up / spin down), eV: -3.009 / -3.799

Number 2 is which compound?
C51H51AlN6OTe